Entry 1:
DFT (wB97M-V/def2-TZVPD) results for a 2-piece molecular cluster, C7H16NO2 overall in a non-equilibrium geometry.

Structure (XYZ):
```
26
Properties=species:S:1:pos:R:3:forces:R:3
C 0.02565 -1.24030 -1.46275 -1.00 -0.78 0.40
C -0.29569 -0.65427 -0.35036 0.40 4.73 5.14
C -0.93860 -2.33445 -1.87983 0.10 -1.53 -2.19
C 1.22622 -0.97817 -2.30638 0.21 -0.11 -0.65
C 1.46043 -0.16922 1.86935 0.69 1.87 0.79
C -1.30101 2.44751 1.17761 -1.52 1.31 -0.86
C 0.74415 0.76058 0.93168 -2.70 -0.94 -3.56
N -0.45542 1.47386 1.77898 2.74 -1.99 1.42
O -1.45377 -0.61914 0.50270 3.35 0.30 -0.74
O 1.46524 1.68818 0.24068 1.36 -0.83 2.05
H -0.91747 -2.34359 -3.00074 0.23 -0.19 0.70
H -0.51647 -3.35824 -1.57276 -0.96 1.45 -0.23
H -2.05613 -2.24844 -1.76438 1.21 0.09 0.83
H 1.86117 -0.16430 -1.94622 -0.27 -0.06 0.02
H 1.87382 -1.86464 -2.42305 -0.40 0.21 0.12
H 0.83610 -0.73321 -3.31574 0.44 -0.01 0.43
H 0.75940 -0.89875 2.21205 -0.38 -0.62 0.13
H 2.24783 -0.62402 1.30241 0.41 -0.41 -0.15
H 1.91857 0.32947 2.78613 -0.46 -0.33 -1.14
H -1.91463 3.05067 1.94284 1.46 -0.63 -1.29
H -0.63479 2.94911 0.48567 -0.46 1.24 0.23
H -2.02191 1.91767 0.52874 0.31 0.12 0.45
H -1.05070 0.71178 2.00621 -0.49 -1.35 0.43
H 0.05847 1.71198 2.66390 -0.83 0.44 -0.93
H -2.08443 -1.09476 0.03388 -2.43 -1.60 -1.11
H 1.16398 2.28468 -0.44059 -1.03 -0.39 -0.29
```
Forces are in eV/Å.

Properties
Gap between HOMO and LUMO (eV): 9.821
E_tot (a.u.): -481.16848
Total charge: +1
Energy relative to the best compared isomer or geometry (same formula, charge and spin) (kcal/mol): 73.3
HOMO (eV): -12.61

---

Entry 2:
DFT (wB97M-V/def2-TZVPD) results for a 2-piece molecular cluster, C7H16NS overall in a non-equilibrium geometry.

Structure (XYZ):
```
25
Properties=species:S:1:pos:R:3:forces:R:3
C -2.37428 -1.46034 0.55878 1.72 -1.46 -2.04
C -1.02333 -2.14097 0.10181 -2.11 3.11 2.61
C -1.05709 -0.68556 0.66431 -2.58 -0.72 -3.03
C 3.28204 0.74624 0.22286 -0.74 0.53 1.85
C -1.03604 0.37901 -1.62663 0.81 0.21 -2.04
C 1.88440 0.32718 -0.18839 1.02 0.05 -0.48
C -1.09513 0.52375 -0.20528 1.01 0.58 2.20
N 0.81600 1.12065 0.46750 -0.44 -0.70 -2.47
S -1.94435 1.97536 0.31225 0.06 -0.29 -1.01
H -3.00768 -1.34935 -0.30566 -0.10 0.64 -0.13
H -2.93293 -1.81547 1.38630 0.09 -0.14 0.98
H -0.61683 -2.84086 0.74544 0.79 -1.20 1.24
H -0.89813 -2.36415 -0.90135 0.18 0.03 -1.77
H -0.87511 -0.42738 1.63800 1.00 -0.07 2.39
H 3.26693 1.80296 -0.08154 1.54 -0.29 0.09
H 3.32966 0.67205 1.35334 0.10 0.38 -1.13
H 4.03008 0.01269 -0.12467 -0.16 0.99 -0.43
H -0.67871 -0.62705 -1.88396 0.25 0.70 -0.35
H -0.43217 1.23115 -2.03474 -0.29 -0.99 -0.04
H -2.02512 0.51640 -2.06980 -0.07 -0.06 0.13
H 1.88914 -0.67846 0.16929 -1.16 -1.01 -0.42
H 1.88486 0.45792 -1.33054 -0.83 -0.50 1.71
H 0.91663 2.07851 0.16915 -0.17 0.46 0.20
H 0.69620 1.07677 1.46871 0.49 -0.20 0.18
H -1.99903 1.46896 1.49478 -0.41 -0.04 1.77
```
Forces are in eV/Å.

Properties
Gap between HOMO and LUMO (eV): 9.893
E_tot (a.u.): -728.90700
Total charge: +1
Energy relative to the best compared isomer or geometry (same formula, charge and spin) (kcal/mol): 73.7
HOMO (eV): -13.78

---

Entry 3:
DFT (wB97M-V/def2-TZVPD) results for an isolated ion of composition C7H16NS and charge +1 in a non-equilibrium geometry.

Structure (XYZ):
```
25
Properties=species:S:1:pos:R:3:forces:R:3
C 1.29194 -0.66658 -1.64497 1.32 1.21 -1.96
N 1.77799 -0.71609 -0.23388 0.54 -2.33 -0.02
C 1.21816 0.24927 0.65619 -0.86 3.96 2.44
C 1.81572 0.02226 2.07224 -1.38 2.12 -0.13
S 1.25945 1.96667 -0.07814 0.63 -0.26 0.17
C -0.12329 0.97833 0.38876 -1.75 -2.61 -1.54
C -1.47489 0.23337 -0.56232 4.27 0.64 0.57
C -1.72612 -1.05422 0.17491 -1.73 -0.64 -0.57
C -2.46278 1.29421 -0.62660 -1.89 3.30 0.35
H 2.02269 -1.12225 -2.32343 0.10 -0.01 0.49
H 0.34110 -1.14260 -1.89819 0.24 0.01 1.05
H 1.27583 0.43264 -1.91011 -0.19 -1.37 0.27
H 2.82980 -0.71600 -0.03935 -1.37 0.43 -1.24
H 1.54557 -1.61510 0.20142 -0.31 -0.33 -0.37
H 2.85319 -0.15564 2.09046 1.80 0.69 -0.50
H 1.54520 -0.87758 2.52337 -1.55 -1.77 0.54
H 1.55115 0.82394 2.82217 0.34 -0.70 -1.18
H -0.69337 1.46193 1.18407 0.48 -0.66 0.45
H -1.15097 0.02681 -1.61247 -0.14 0.21 0.98
H -1.04640 -1.81581 -0.18434 0.93 -0.13 0.60
H -2.64930 -1.56190 -0.23214 0.28 0.92 0.78
H -1.78612 -0.93718 1.27989 0.09 -0.31 -0.82
H -2.05941 2.21021 -1.21541 -0.48 -1.47 1.06
H -2.83659 1.71730 0.40779 0.61 -1.04 -1.96
H -3.31855 0.96402 -1.23994 0.02 0.12 0.53
```
Forces are in eV/Å.

Properties
Gap between HOMO and LUMO (eV): 9.392
E_tot (a.u.): -728.91342
Total charge: +1
Energy relative to the best compared isomer or geometry (same formula, charge and spin) (kcal/mol): 69.7
HOMO (eV): -12.72

---

Entry 4:
DFT (wB97M-V/def2-TZVPD) results for C7H16O as an isolated structure in a non-equilibrium geometry.

Structure (XYZ):
```
24
Properties=species:S:1:pos:R:3:forces:R:3
C 1.90209 0.36206 0.26481 -0.91 0.30 -1.99
C 1.48396 1.37368 1.27000 -0.11 0.08 -0.04
C 1.23703 0.20744 -0.94074 2.70 1.35 0.84
C 0.93552 -2.01093 1.24345 -1.84 0.19 0.42
H 2.78863 -0.21965 0.47907 -0.14 -0.28 0.07
H 2.16310 2.23349 1.21186 0.01 -0.12 0.16
H 1.51372 0.96652 2.28238 0.10 0.08 0.01
H 0.47884 1.74508 1.06210 0.04 -0.03 -0.03
H 1.74076 -0.34619 -1.72212 -0.17 -0.59 0.08
H 0.75472 1.09415 -1.33938 -0.75 -0.07 0.30
H -0.17309 -0.36741 -0.47052 -2.78 0.07 2.06
H 0.24320 -2.79771 1.53905 0.30 -0.53 0.27
H 1.77970 -1.97974 1.92644 -0.17 0.24 0.19
H 1.29877 -2.28008 0.25426 -0.19 0.38 -0.08
C -2.38457 0.51370 -1.97977 -0.45 0.20 0.01
C -1.43177 -0.29048 0.21500 0.65 0.44 -1.31
C -1.87250 0.86595 -0.59514 1.48 -0.16 -0.99
O -1.51856 2.00620 -0.33947 -0.66 -0.10 0.25
H -3.47535 0.52692 -1.94499 -0.08 0.02 -0.17
H -2.03714 1.23873 -2.71428 -0.11 0.12 0.12
H -2.02542 -1.17833 0.05514 0.04 -0.39 -0.34
H 0.18125 -1.13350 1.27312 2.20 -1.20 -0.11
H -1.50287 -0.04936 1.27311 0.82 0.08 0.10
H -2.08002 -0.48055 -2.30341 0.03 -0.07 0.19
```
Forces are in eV/Å.

Properties
Gap between HOMO and LUMO (eV): 9.245
E_tot (a.u.): -351.41790
Energy relative to the best compared isomer or geometry (same formula, charge and spin) (kcal/mol): 85.4
HOMO (eV): -8.75

---

Entry 5:
DFT (wB97M-V/def2-TZVPD) results for a 2-piece molecular cluster, C7H16O overall in a non-equilibrium geometry.

Structure (XYZ):
```
24
Properties=species:S:1:pos:R:3:forces:R:3
C -0.52726 1.73242 2.27513 0.24 1.02 1.32
C -0.82331 1.40232 0.84805 3.13 -0.44 -1.52
C 0.51241 0.91698 0.00087 -2.99 -0.89 1.30
C 1.29835 -0.32538 0.57350 0.01 1.96 -1.04
C 0.57424 -1.63199 0.54163 -0.77 -0.86 -2.65
C 0.27014 -2.05203 -0.90432 -2.20 -0.21 5.70
C 1.14352 -1.87042 -1.86462 2.34 1.05 -3.19
H -0.36437 0.93102 3.02998 0.01 0.20 -0.90
H 0.26677 2.49795 2.40058 -0.06 -0.64 -0.26
H -1.39136 2.28598 2.62188 -0.40 -0.02 0.39
H -1.16303 2.28548 0.30995 -0.19 -0.07 0.06
H -1.53390 0.63486 0.75139 -1.23 -0.92 -0.07
H 1.10009 1.81922 -0.05201 0.65 -0.11 -0.31
H 0.07173 0.58264 -0.98414 0.66 0.52 0.49
H 2.13825 -0.35867 -0.12646 0.40 -0.29 0.76
H 1.62314 -0.16585 1.57798 0.55 0.34 0.56
H 1.11123 -2.34664 1.15706 1.16 -0.74 -0.33
H -0.30302 -1.80455 1.10477 -1.68 0.76 0.55
H -0.71447 -2.45823 -1.11388 0.09 -0.14 -0.06
H 2.05287 -1.32129 -1.80032 0.63 0.20 0.50
H 0.93417 -2.17486 -2.84770 -0.29 -0.74 -1.21
H -1.29853 0.31454 -2.61072 -0.70 -0.06 -0.09
H -2.86849 0.27100 -2.36351 0.15 -0.31 -0.08
O -2.10918 0.83548 -2.52511 0.48 0.37 0.11
```
Forces are in eV/Å.

Properties
Gap between HOMO and LUMO (alpha / beta) (eV): 9.522 / 4.678
E_tot (a.u.): -351.12942
Total charge: +1
Energy relative to the best compared isomer or geometry (same formula, charge and spin) (kcal/mol): 45.1
2S+1: 2
HOMO (alpha / beta) (eV): -14.26 / -14.17
⟨S²⟩: 0.755